# 1
Density functional theory data (ωB97M-V/def2-TZVPD) for a cluster of 8 separate species, C15H33O30PS7 in total.

Geometry (Å):
O1 -1.64 3.00 2.02
S1 -2.11 2.16 0.97
O2 -2.59 2.68 -0.28
O3 -3.24 1.16 1.58
C1 -2.84 -0.20 1.36
C2 -1.32 -0.17 1.33
O4 -0.98 1.04 0.65
H1 -3.24 -0.52 0.41
H2 -3.23 -0.83 2.15
H3 -0.90 -1.04 0.82
H4 -0.91 -0.11 2.35
O5 -1.10 -2.67 0.21
S2 -2.37 -2.89 -0.41
O6 -3.60 -2.35 0.11
O7 -2.56 -4.48 -0.64
C3 -2.75 -4.74 -2.04
C4 -2.02 -3.63 -2.76
O8 -2.25 -2.46 -1.97
H5 -3.83 -4.71 -2.25
H6 -2.37 -5.73 -2.29
H7 -2.38 -3.49 -3.78
H8 -0.94 -3.82 -2.78
O9 -3.16 -6.36 -4.52
S3 -3.28 -5.26 -5.41
O10 -2.34 -4.18 -5.45
O11 -4.77 -4.63 -5.25
C5 -5.44 -4.67 -6.51
C6 -4.85 -5.85 -7.25
O12 -3.46 -5.83 -6.92
H9 -5.24 -3.73 -7.03
H10 -6.52 -4.78 -6.36
H11 -4.99 -5.78 -8.33
H12 -5.26 -6.80 -6.89
O13 0.23 4.98 2.00
S4 1.55 4.48 1.74
O14 1.79 3.26 1.02
O15 2.36 4.42 3.14
C7 3.54 5.23 3.05
C8 3.21 6.31 2.04
O16 2.42 5.66 1.04
H13 4.36 4.59 2.69
H14 3.80 5.64 4.03
H15 4.10 6.76 1.60
H16 2.60 7.10 2.49
O17 7.88 1.40 1.53
S5 6.81 1.25 2.46
O18 7.02 1.12 3.87
O19 5.88 0.02 1.96
C9 4.54 0.48 1.76
C10 4.68 1.95 1.39
O20 5.74 2.44 2.21
H17 3.99 0.36 2.69
H18 4.05 -0.09 0.97
H19 3.76 2.51 1.57
H20 4.98 2.07 0.35
O21 12.77 -2.88 -0.61
S6 12.44 -2.34 0.67
O22 13.34 -2.40 1.78
O23 11.01 -2.95 1.13
C11 10.09 -1.89 1.36
C12 10.54 -0.76 0.44
O24 11.96 -0.80 0.47
H21 10.16 -1.60 2.41
H22 9.07 -2.22 1.14
H23 10.17 0.21 0.77
H24 10.21 -0.94 -0.59
O25 -10.39 -2.05 0.49
S7 -9.07 -2.53 0.23
O26 -8.81 -3.74 -0.49
O27 -8.26 -2.57 1.63
C13 -7.09 -1.75 1.53
C14 -7.45 -0.67 0.52
O28 -8.22 -1.33 -0.47
H25 -6.27 -2.37 1.18
H26 -6.84 -1.33 2.51
H27 -6.56 -0.21 0.08
H28 -8.07 0.11 0.98
O29 -1.53 4.99 1.58
O30 -1.37 6.32 1.84
C15 -2.52 7.10 1.42
P1 -4.20 6.32 1.81
H29 -1.77 4.85 0.62
H30 -2.40 7.40 0.32
H31 -2.46 8.08 2.02
H32 -5.18 6.75 0.86
H33 -4.13 4.90 1.93

Values from the calculation:
frontier orbital gap = 7.9670 eV
highest occupied orbital energy = -0.292 Eh
DFT total energy = -5976.7355 a.u.
LUMO level = 0.03 eV



# 2
Density functional theory data (ωB97M-V/def2-TZVPD) for a structure of composition C30H19F3N7O3S2V.

Geometry (Å):
V1 0.53 0.06 -0.08
C1 2.10 1.46 -3.94
C2 1.98 0.71 -2.79
N1 1.38 1.19 -1.67
C3 0.93 2.49 -1.69
C4 1.02 3.31 -2.84
C5 1.63 2.77 -4.00
C6 0.50 4.62 -2.77
C7 -0.07 5.07 -1.60
C8 -0.16 4.26 -0.46
C9 0.35 2.96 -0.48
N2 0.40 2.01 0.52
C10 0.25 2.21 1.86
C11 -0.36 3.24 2.55
C12 -0.38 3.27 3.96
C13 0.20 2.29 4.72
C14 0.82 1.20 4.06
C15 1.47 0.15 4.74
C16 2.07 -0.85 4.02
C17 1.97 -0.84 2.63
N3 1.34 0.11 1.97
C18 0.81 1.15 2.65
H1 2.59 1.01 -4.80
H2 2.37 -0.30 -2.73
H3 1.72 3.37 -4.89
H4 0.56 5.26 -3.64
H5 -0.48 6.07 -1.55
H6 -0.64 4.66 0.41
H7 -0.88 4.03 2.04
H8 -0.88 4.10 4.45
H9 0.18 2.32 5.80
H10 1.50 0.16 5.82
H11 2.60 -1.66 4.51
H12 2.44 -1.61 2.02
N4 -0.66 -3.59 -2.18
C19 -0.33 -4.32 -1.05
C20 -0.36 -5.68 -0.77
C21 0.00 -6.06 0.51
C22 0.38 -5.11 1.47
C23 0.41 -3.76 1.18
C24 0.06 -3.37 -0.10
N5 0.00 -2.11 -0.67
C25 -0.47 -2.28 -1.87
C26 -0.90 -1.12 -2.63
C27 -1.37 -1.01 -3.90
S1 -1.92 0.59 -4.15
C28 -1.48 1.00 -2.55
N6 -0.95 0.02 -1.88
H13 -1.10 -3.94 -3.01
H14 -0.66 -6.41 -1.51
H15 -0.01 -7.11 0.77
H16 0.64 -5.45 2.47
H17 0.67 -3.02 1.93
H18 -1.42 -1.76 -4.67
H19 -1.63 1.99 -2.14
N7 3.43 -1.46 -0.53
C29 2.42 -0.92 -0.36
F1 -3.28 -1.58 -0.73
C30 -3.54 -1.33 0.57
F2 -3.25 -2.45 1.24
F3 -4.86 -1.12 0.68
S2 -2.56 0.11 1.19
O1 -2.74 1.11 0.17
O2 -3.13 0.37 2.48
O3 -1.22 -0.48 1.23

Values from the calculation:
frontier orbital gap (spin up / spin down) = 4.4302 / 5.0653 eV
highest occupied orbital energy (spin up / spin down) = -0.086 / -0.109 Eh
energy relative to the best compared isomer or geometry (same formula, charge and spin) = 0.0 kJ/mol
DFT total energy = -3803.8290 a.u.
LUMO level (spin up / spin down) = 2.10 / 2.09 eV
net charge = -1
spin multiplicity = 2



# 3
Density functional theory data (ωB97M-V/def2-TZVPD) for a cluster of 5 separate species, H10O4S in total.

Geometry (Å):
O1 -2.33 -1.39 -1.31
H1 -3.12 -1.42 -0.76
H2 -1.78 -0.69 -0.91
O2 1.34 2.32 -0.87
H3 0.79 1.54 -1.06
H4 2.08 2.04 -1.43
O3 0.60 1.05 2.41
H5 1.54 0.93 2.60
H6 0.51 2.01 2.50
O4 -0.43 0.17 0.01
H7 0.05 0.22 0.86
H8 -1.10 0.86 0.05
S1 0.90 -2.98 -0.93
H9 -0.01 -2.15 -1.46
H10 0.96 -2.49 0.31

Values from the calculation:
frontier orbital gap = 9.5008 eV
highest occupied orbital energy = -0.340 Eh
energy relative to the best compared isomer or geometry (same formula, charge and spin) = 60.5 kJ/mol
DFT total energy = -705.1240 a.u.
LUMO level = 0.24 eV



# 4
Density functional theory data (ωB97M-V/def2-TZVPD) for a cluster of 2 separate species, C4H12 in total.

Geometry (Å):
C1 -1.12 -1.97 0.23
C2 -1.38 -1.16 -1.04
H1 -1.27 -3.04 -0.06
H2 -0.05 -2.02 0.26
H3 -1.50 -1.47 1.16
H4 -2.39 -0.57 -1.01
H5 -1.23 -1.60 -2.02
H6 -0.73 -0.11 -1.12
C3 1.90 1.09 0.53
C4 0.62 1.93 0.31
H7 1.66 0.03 0.56
H8 2.40 1.50 -0.45
H9 2.40 1.50 1.36
H10 0.27 2.20 1.32
H11 0.61 2.82 -0.18
H12 -0.30 1.44 -0.02

Values from the calculation:
frontier orbital gap (spin up / spin down) = 2.8133 / 11.2262 eV
highest occupied orbital energy (spin up / spin down) = 0.057 / -0.248 Eh
energy relative to the best compared isomer or geometry (same formula, charge and spin) = 181.3 kJ/mol
DFT total energy = -159.4611 a.u.
LUMO level (spin up / spin down) = 4.35 / 4.47 eV
net charge = -1
spin multiplicity = 2



# 5
Density functional theory data (ωB97M-V/def2-TZVPD) for a structure of composition C22H27ClOZr.

Geometry (Å):
C1 -2.45 -0.97 -0.01
C2 -1.69 -1.15 -1.22
C3 -1.36 0.14 -1.73
H1 -1.45 -2.09 -1.71
C4 -1.84 1.12 -0.82
C5 -2.52 0.45 0.24
H2 -3.08 0.93 1.05
H3 -3.00 -1.75 0.53
H4 -0.90 0.35 -2.69
H5 -1.78 2.19 -0.98
Zr1 -0.31 -0.46 0.68
Cl1 0.00 -2.73 1.14
C6 2.38 0.18 0.27
C7 2.05 1.43 -0.35
C8 1.67 1.17 -1.70
H6 2.13 2.42 0.12
C9 1.77 -0.23 -1.92
C10 2.22 -0.85 -0.72
H7 2.52 -1.89 -0.60
H8 2.86 0.06 1.24
H9 1.29 1.91 -2.41
H10 1.47 -0.76 -2.83
C11 -0.63 3.38 1.37
C12 -0.30 3.70 2.82
C13 -1.30 4.73 3.34
C14 -0.14 2.54 3.80
C15 0.19 2.91 5.11
C16 0.24 1.98 6.16
C17 -0.06 0.64 5.88
C18 -0.36 0.23 4.59
C19 -0.71 -1.24 4.34
C20 0.52 -2.15 4.58
C21 -1.88 -1.70 5.20
C22 -0.30 1.16 3.53
O1 -0.29 0.68 2.28
H11 -1.61 2.90 1.29
H12 0.13 2.76 0.89
H13 -0.69 4.32 0.80
H14 0.69 4.21 2.80
H15 -2.31 4.29 3.39
H16 -1.04 5.09 4.34
H17 -1.35 5.60 2.67
H18 0.39 3.98 5.32
H19 0.45 2.31 7.18
H20 -0.08 -0.11 6.69
H21 -1.00 -1.36 3.28
H22 0.84 -2.04 5.62
H23 0.27 -3.20 4.38
H24 1.36 -1.87 3.93
H25 -2.74 -1.05 5.03
H26 -2.16 -2.72 4.94
H27 -1.62 -1.66 6.26

Values from the calculation:
frontier orbital gap = 7.2584 eV
highest occupied orbital energy = -0.284 Eh
DFT total energy = -1437.0680 a.u.
LUMO level = -0.46 eV



# 6
Density functional theory data (ωB97M-V/def2-TZVPD) for a structure of composition C47H55BrN2NiOPSbSi3.

Geometry (Å):
Ni1 -0.08 0.36 0.04
C1 -1.37 0.98 6.57
C2 -1.06 1.94 5.61
C3 -0.68 1.55 4.33
C4 -0.60 0.20 3.98
C5 -0.92 -0.75 4.95
C6 -1.29 -0.37 6.23
P1 -0.04 -0.25 2.29
C7 -0.87 -1.87 2.08
C8 -2.20 -1.93 2.24
C9 -2.96 -3.09 1.77
C10 -2.33 -4.21 1.41
C11 -0.84 -4.33 1.55
C12 -0.17 -2.96 1.34
C13 1.75 -0.54 2.54
C14 2.34 -0.83 3.74
C15 3.75 -0.89 3.84
C16 4.53 -0.63 2.75
C17 3.95 -0.31 1.50
C18 4.74 -0.03 0.36
C19 4.13 0.26 -0.83
C20 2.71 0.28 -0.94
C21 1.89 0.03 0.14
C22 2.53 -0.28 1.38
H1 -1.67 1.28 7.57
H2 -1.12 2.99 5.86
H3 -0.45 2.31 3.60
H4 -0.87 -1.80 4.71
H5 -1.53 -1.12 6.97
H6 -2.74 -1.10 2.68
H7 -4.04 -3.02 1.73
H8 -2.90 -5.08 1.10
H9 -0.46 -5.04 0.82
H10 0.89 -3.00 1.61
H11 1.74 -0.99 4.62
H12 4.20 -1.12 4.80
H13 5.61 -0.65 2.84
H14 5.82 -0.05 0.44
H15 4.73 0.48 -1.71
H16 2.28 0.51 -1.91
Br1 -0.25 0.42 -3.33
C23 -2.14 0.29 -3.07
C24 -2.86 0.07 -4.21
C25 -4.27 0.01 -4.15
C26 -4.90 0.22 -2.96
C27 -4.16 0.47 -1.77
C28 -4.86 0.73 -0.57
C29 -4.17 1.05 0.55
C30 -2.75 1.06 0.53
C31 -1.98 0.71 -0.58
C32 -2.73 0.47 -1.78
H17 -2.35 -0.04 -5.16
H18 -4.83 -0.17 -5.06
H19 -5.98 0.21 -2.90
H20 -5.95 0.71 -0.58
H21 -4.70 1.29 1.47
H22 -2.27 1.35 1.45
N1 0.11 7.44 0.98
C33 -0.03 6.76 -0.19
O1 -0.26 7.33 -1.23
C34 0.12 5.26 -0.13
C35 0.29 4.53 1.04
C36 0.41 3.15 0.95
N2 0.36 2.48 -0.20
C37 0.21 3.19 -1.32
C38 0.09 4.57 -1.32
H23 0.05 8.45 0.95
H24 0.41 7.01 1.84
H25 0.33 4.98 2.02
H26 0.57 2.55 1.83
H27 0.19 2.63 -2.24
H28 -0.03 5.12 -2.25
C39 -0.25 -6.95 3.01
Si1 -0.44 -5.10 3.27
C40 -1.81 -4.80 4.50
C41 1.17 -4.42 3.92
Sb1 -0.10 -2.26 -0.78
Si2 1.97 -3.74 -1.23
C42 2.47 -3.48 -3.01
C43 1.68 -5.57 -0.95
C44 3.37 -3.27 -0.10
Si3 -1.92 -3.72 -1.96
C45 -1.53 -3.45 -3.77
C46 -1.93 -5.58 -1.73
C47 -3.63 -3.07 -1.58
H29 -0.11 -7.46 3.97
H30 0.62 -7.17 2.38
H31 -1.14 -7.38 2.53
H32 -1.50 -5.13 5.50
H33 -2.72 -5.36 4.23
H34 -2.09 -3.75 4.55
H35 1.30 -4.70 4.98
H36 1.20 -3.32 3.86
H37 2.03 -4.81 3.36
H38 1.74 -3.94 -3.70
H39 3.45 -3.93 -3.21
H40 2.52 -2.42 -3.25
H41 0.85 -5.96 -1.54
H42 1.47 -5.79 0.11
H43 2.58 -6.12 -1.24
H44 3.75 -2.27 -0.34
H45 4.20 -3.99 -0.22
H46 3.07 -3.28 0.95
H47 -0.53 -3.83 -4.02
H48 -1.54 -2.38 -4.03
H49 -2.26 -3.96 -4.41
H50 -1.04 -6.04 -2.18
H51 -2.81 -5.98 -2.25
H52 -1.98 -5.89 -0.68
H53 -3.60 -2.10 -1.09
H54 -4.17 -3.76 -0.92
H55 -4.21 -2.96 -2.51

Values from the calculation:
frontier orbital gap (spin up / spin down) = 7.0763 / 6.9784 eV
highest occupied orbital energy (spin up / spin down) = -0.261 / -0.257 Eh
energy relative to the best compared isomer or geometry (same formula, charge and spin) = 106.9 kJ/mol
DFT total energy = -7541.2096 a.u.
LUMO level (spin up / spin down) = -0.03 / -0.01 eV



# 7
Density functional theory data (ωB97M-V/def2-TZVPD) for the molecule C5H11NOS.

Geometry (Å):
C1 -1.90 2.05 0.06
C2 -1.06 1.47 -1.09
N1 0.03 0.65 -0.59
C3 0.28 -0.62 -1.00
O1 -0.36 -1.12 -1.91
C4 1.40 -1.36 -0.32
C5 1.45 -1.21 1.21
S1 1.51 -2.77 2.11
H1 -1.39 1.99 1.02
H2 -2.19 3.06 -0.16
H3 -2.80 1.46 0.23
H4 -1.65 0.81 -1.72
H5 -0.71 2.25 -1.74
H6 0.58 1.10 0.13
H7 1.29 -2.40 -0.60
H8 2.35 -1.02 -0.74
H9 0.62 -0.62 1.60
H10 2.33 -0.64 1.48
H11 0.20 -3.04 2.03

Values from the calculation:
frontier orbital gap = 9.9504 eV
highest occupied orbital energy = -0.340 Eh
energy relative to the best compared isomer or geometry (same formula, charge and spin) = 63.9 kJ/mol
DFT total energy = -725.3006 a.u.
LUMO level = 0.70 eV



# 8
Density functional theory data (ωB97M-V/def2-TZVPD) for a cluster of 2 separate species, C2H2N6O2 in total.

Geometry (Å):
N1 0.12 -1.90 1.81
C1 -0.45 -1.72 0.81
C2 -1.38 -1.85 -0.33
O1 -1.43 -2.79 -1.05
N2 -2.28 -0.75 -0.45
N3 -2.39 0.23 0.42
N4 -3.20 1.06 -0.10
N5 -3.63 0.57 -1.28
N6 -3.09 -0.57 -1.48
O2 2.43 -0.33 0.64
H1 2.12 -0.97 1.36
H2 2.29 -0.77 -0.20

Values from the calculation:
frontier orbital gap = 9.4114 eV
highest occupied orbital energy = -0.427 Eh
energy relative to the best compared isomer or geometry (same formula, charge and spin) = 0.0 kJ/mol
DFT total energy = -556.3153 a.u.
LUMO level = -2.20 eV



# 9
Density functional theory data (ωB97M-V/def2-TZVPD) for a cluster of 11 separate species, H22O11 in total.

Geometry (Å):
O1 -0.36 -4.43 -0.45
H1 -1.15 -4.95 -0.27
H2 -0.74 -3.65 -0.87
O2 -0.32 -0.25 0.27
H3 -0.11 0.21 -0.52
H4 -0.56 -1.16 0.05
O3 2.79 -0.92 0.87
H5 2.08 -1.61 0.72
H6 3.68 -1.23 0.63
O4 -2.65 1.49 0.59
H7 -2.15 0.65 0.69
H8 -1.93 2.10 0.65
O5 1.22 -3.04 1.39
H9 0.71 -3.65 0.86
H10 0.66 -2.51 1.98
O6 0.49 0.77 2.91
H11 -0.30 1.32 3.11
H12 0.19 0.15 2.24
O7 -0.27 2.89 0.86
H13 0.24 2.09 0.63
H14 0.36 3.42 1.38
O8 -1.47 -2.17 -1.31
H15 -1.01 -1.87 -2.11
H16 -2.25 -1.69 -1.24
O9 -0.40 1.09 -2.02
H17 -1.08 0.77 -2.65
H18 0.35 1.47 -2.58
O10 -1.31 3.58 -1.95
H19 -0.88 3.98 -2.68
H20 -1.00 2.75 -1.80
O11 2.06 1.54 0.06
H21 2.29 0.80 0.62
H22 2.82 2.06 -0.06

Values from the calculation:
frontier orbital gap = 9.6809 eV
highest occupied orbital energy = -0.374 Eh
energy relative to the best compared isomer or geometry (same formula, charge and spin) = 164.8 kJ/mol
DFT total energy = -840.8174 a.u.
LUMO level = -0.50 eV